{"formula": "C38H35ClN2RhSi2", "method": "ωB97M-V/def2-TZVPD", "species": ["C", "C", "C", "H", "C", "C", "H", "H", "H", "H", "Rh", "Si", "C", "C", "H", "C", "H", "C", "H", "C", "H", "C", "H", "C", "C", "H", "C", "H", "C", "H", "C", "H", "C", "H", "H", "Si", "C", "C", "H", "C", "H", "C", "H", "C", "H", "C", "H", "C", "C", "H", "C", "H", "C", "H", "C", "H", "C", "H", "H", "Cl", "N", "C", "C", "C", "C", "C", "C", "C", "C", "N", "C", "H", "H", "H", "H", "H", "H", "H", "H"], "positions_angstrom": [[-1.458, -3.581, 2.774], [-0.405, -3.640, 1.787], [0.618, -2.709, 2.186], [-0.355, -4.286, 0.915], [0.182, -2.044, 3.398], [-1.094, -2.602, 3.762], [-1.680, -2.339, 4.643], [-2.359, -4.176, 2.760], [1.571, -2.607, 1.655], [0.718, -1.278, 3.968], [-1.136, -1.780, 1.924], [2.687, 0.742, 0.267], [2.868, 1.157, -1.613], [2.502, 2.402, -2.119], [2.049, 3.162, -1.482], [2.746, 2.694, -3.466], [2.397, 3.643, -3.887], [3.422, 1.758, -4.263], [3.590, 1.973, -5.327], [3.880, 0.553, -3.707], [4.432, -0.160, -4.326], [3.597, 0.252, -2.374], [3.980, -0.666, -1.933], [3.401, 2.380, 0.875], [4.798, 2.403, 0.709], [5.317, 1.477, 0.405], [5.512, 3.597, 0.880], [6.590, 3.602, 0.736], [4.848, 4.780, 1.256], [5.404, 5.710, 1.404], [3.466, 4.736, 1.473], [2.915, 5.617, 1.804], [2.750, 3.550, 1.282], [1.674, 3.564, 1.460], [3.671, -0.324, 0.378], [-0.806, 1.628, -1.826], [-0.023, 1.256, -0.040], [0.865, 0.137, 0.267], [0.919, -0.733, -0.400], [1.537, 0.047, 1.573], [2.138, -0.803, 1.896], [1.211, 0.991, 2.592], [1.736, 0.905, 3.550], [0.270, 1.945, 2.320], [-0.030, 2.612, 3.129], [-0.295, 2.100, 1.037], [-0.983, 2.952, 0.893], [-0.233, 0.178, -2.897], [-0.340, -1.097, -2.307], [-0.900, -1.238, -1.371], [0.326, -2.205, -2.858], [0.322, -3.153, -2.316], [1.004, -2.075, -4.075], [1.562, -2.918, -4.483], [0.943, -0.861, -4.770], [1.426, -0.768, -5.748], [0.317, 0.256, -4.187], [0.300, 1.207, -4.731], [-1.037, 2.819, -2.583], [-2.747, 1.127, -1.276], [-2.858, -0.298, 2.472], [-4.211, -0.685, 2.058], [-5.360, -0.211, 2.661], [-6.614, -0.665, 2.202], [-6.715, -1.558, 1.146], [-5.546, -2.082, 0.528], [-5.544, -3.074, -0.473], [-4.342, -3.619, -0.884], [-3.137, -3.168, -0.323], [-3.101, -2.186, 0.577], [-4.277, -1.649, 1.036], [-2.617, 0.625, 2.095], [-2.790, -0.189, 3.486], [-5.292, 0.513, 3.473], [-7.527, -0.303, 2.682], [-7.686, -1.904, 0.792], [-6.496, -3.413, -0.885], [-4.288, -4.402, -1.631], [-2.176, -3.597, -0.605]], "total_charge": 1, "homo_energy_ev": [-7.03, -9.68], "multiplicity": 5, "e_tot_ev": -74227.4624}


{"formula": "C38H36BaN6O2SSb", "method": "ωB97M-V/def2-TZVPD", "species": ["Ba", "C", "C", "C", "C", "C", "C", "N", "Sb", "C", "C", "C", "C", "C", "C", "N", "C", "C", "C", "C", "C", "C", "N", "H", "H", "H", "H", "H", "H", "H", "H", "H", "H", "H", "H", "H", "H", "H", "H", "H", "H", "N", "C", "C", "C", "C", "C", "C", "N", "C", "C", "C", "S", "C", "N", "H", "H", "H", "H", "H", "H", "H", "C", "C", "C", "C", "C", "C", "C", "C", "C", "C", "O", "O", "H", "H", "H", "H", "H", "H", "H", "H", "H", "H", "H"], "positions_angstrom": [[0.112, 0.329, -0.091], [3.655, -1.458, -0.518], [3.307, -1.377, 0.936], [4.155, -1.801, 1.953], [3.744, -1.667, 3.268], [2.490, -1.146, 3.550], [1.680, -0.763, 2.487], [2.111, -0.866, 1.234], [-0.342, -0.138, 3.235], [-2.034, -0.895, 1.971], [-3.002, -1.478, 2.779], [-4.127, -2.026, 2.175], [-4.251, -1.993, 0.800], [-3.248, -1.390, 0.046], [-3.275, -1.335, -1.450], [-2.191, -0.849, 0.650], [-0.364, 2.021, 2.711], [-0.629, 2.868, 3.777], [-0.667, 4.238, 3.543], [-0.445, 4.721, 2.268], [-0.183, 3.821, 1.240], [0.062, 4.241, -0.178], [-0.148, 2.511, 1.486], [4.669, -1.826, -0.666], [3.560, -0.478, -0.991], [2.963, -2.129, -1.032], [5.124, -2.215, 1.713], [4.397, -1.973, 4.075], [2.152, -1.056, 4.574], [-2.890, -1.512, 3.855], [-4.899, -2.480, 2.782], [-5.114, -2.419, 0.307], [-4.294, -1.374, -1.832], [-2.730, -2.190, -1.858], [-2.789, -0.431, -1.820], [-0.802, 2.477, 4.771], [-0.872, 4.921, 4.356], [-0.472, 5.782, 2.063], [0.033, 5.323, -0.285], [-0.694, 3.808, -0.837], [1.034, 3.881, -0.520], [0.542, -4.919, -0.545], [0.547, -4.362, -1.806], [0.777, -4.907, -3.063], [0.647, -4.053, -4.139], [0.288, -2.709, -3.964], [0.077, -2.173, -2.709], [0.231, -3.011, -1.604], [0.067, -2.762, -0.237], [0.238, -3.924, 0.337], [0.106, -4.204, 1.770], [0.032, -5.455, 2.311], [-0.114, -5.357, 4.004], [-0.067, -3.653, 3.883], [0.050, -3.179, 2.681], [0.763, -5.870, -0.311], [1.027, -5.950, -3.200], [0.806, -4.433, -5.139], [0.166, -2.072, -4.831], [-0.248, -1.144, -2.635], [0.033, -6.406, 1.808], [-0.122, -3.030, 4.763], [1.818, 2.959, -8.277], [1.489, 2.512, -6.881], [0.394, 3.026, -6.201], [0.072, 2.624, -4.912], [-1.114, 3.266, -4.238], [0.892, 1.683, -4.271], [2.014, 1.161, -4.932], [2.971, 0.165, -4.324], [2.280, 1.576, -6.231], [0.604, 1.282, -2.855], [1.571, 1.200, -2.045], [-0.594, 1.038, -2.503], [1.065, 3.646, -8.660], [1.879, 2.108, -8.957], [2.783, 3.467, -8.306], [-0.233, 3.762, -6.691], [-1.682, 3.848, -4.961], [-0.785, 3.951, -3.452], [-1.766, 2.531, -3.775], [2.579, -0.323, -3.438], [3.900, 0.662, -4.036], [3.219, -0.599, -5.062], [3.138, 1.157, -6.746]], "total_charge": 1, "homo_energy_ev": -10.20, "e_tot_ev": -71091.9266}


{"formula": "C38H36N9SeTi", "method": "ωB97M-V/def2-TZVPD", "species": ["Ti", "C", "C", "N", "C", "C", "N", "C", "C", "C", "C", "C", "N", "C", "C", "N", "C", "C", "N", "C", "C", "C", "N", "C", "C", "H", "H", "H", "H", "H", "H", "H", "H", "H", "H", "H", "H", "N", "C", "C", "C", "C", "C", "C", "H", "H", "H", "H", "H", "H", "H", "C", "C", "C", "C", "C", "C", "Se", "C", "C", "C", "H", "H", "H", "H", "H", "H", "H", "H", "H", "H", "H", "N", "C", "C", "C", "C", "C", "N", "H", "H", "H", "H", "H", "H"], "positions_angstrom": [[10.741, 9.961, 10.045], [10.422, 12.941, 6.993], [10.445, 11.701, 7.617], [10.066, 11.591, 8.902], [9.637, 12.690, 9.580], [9.667, 13.928, 8.931], [9.954, 14.045, 7.620], [9.223, 12.381, 10.911], [8.655, 13.242, 11.843], [8.412, 12.778, 13.150], [8.754, 11.475, 13.508], [9.202, 10.607, 12.511], [9.406, 11.046, 11.233], [9.545, 9.221, 12.705], [9.014, 8.418, 13.725], [9.349, 7.139, 13.823], [10.205, 6.618, 12.915], [10.676, 7.383, 11.866], [10.282, 8.662, 11.701], [7.936, 13.716, 14.137], [7.202, 14.865, 13.765], [6.738, 15.720, 14.727], [6.894, 15.556, 16.055], [7.580, 14.475, 16.404], [8.097, 13.525, 15.508], [10.708, 13.096, 5.946], [10.569, 10.802, 7.038], [9.390, 14.858, 9.419], [8.429, 14.289, 11.597], [8.559, 11.166, 14.535], [8.348, 8.816, 14.490], [10.514, 5.595, 13.069], [11.319, 6.974, 11.094], [6.952, 15.048, 12.721], [6.156, 16.604, 14.441], [7.772, 14.390, 17.479], [8.680, 12.726, 15.938], [12.891, 9.966, 8.975], [13.947, 9.014, 9.136], [14.067, 8.192, 10.277], [15.012, 7.157, 10.270], [15.853, 6.976, 9.171], [15.808, 7.838, 8.099], [14.874, 8.858, 8.094], [13.014, 10.768, 9.607], [12.841, 10.321, 8.022], [13.453, 8.343, 11.162], [15.121, 6.468, 11.098], [16.626, 6.214, 9.196], [16.489, 7.702, 7.272], [14.785, 9.530, 7.277], [17.450, 9.584, 15.348], [16.271, 9.916, 14.462], [14.962, 9.613, 14.805], [13.860, 10.024, 14.050], [12.454, 9.734, 14.513], [14.067, 10.777, 12.863], [12.544, 11.470, 11.840], [15.393, 11.057, 12.450], [15.679, 11.824, 11.203], [16.447, 10.572, 13.233], [17.205, 8.785, 16.045], [17.661, 10.472, 16.009], [18.380, 9.359, 14.786], [14.773, 9.097, 15.746], [12.472, 9.158, 15.452], [11.931, 9.127, 13.758], [11.887, 10.657, 14.658], [15.754, 12.942, 11.383], [14.856, 11.666, 10.474], [16.633, 11.502, 10.762], [17.456, 10.790, 12.894], [7.373, 9.167, 9.162], [8.287, 8.302, 8.668], [7.800, 7.193, 7.879], [8.677, 6.365, 7.235], [10.059, 6.636, 7.362], [10.498, 7.649, 8.155], [9.636, 8.494, 8.844], [6.398, 9.057, 8.995], [7.637, 10.009, 9.680], [6.710, 7.097, 7.790], [8.345, 5.529, 6.646], [10.782, 5.951, 6.895], [11.567, 7.837, 8.322]], "total_charge": 2, "homo_energy_ev": [-12.07, -12.11], "multiplicity": 2, "e_tot_ev": -141851.4373}


{"formula": "C38H37AuNOSb", "method": "ωB97M-V/def2-TZVPD", "species": ["Au", "C", "C", "C", "C", "C", "C", "C", "C", "C", "C", "C", "C", "C", "C", "C", "N", "H", "H", "H", "H", "H", "H", "H", "H", "H", "H", "C", "C", "O", "H", "H", "H", "H", "H", "H", "C", "C", "C", "C", "C", "C", "C", "Sb", "C", "C", "C", "C", "C", "C", "C", "C", "C", "C", "C", "C", "C", "C", "H", "H", "H", "H", "H", "H", "H", "H", "H", "H", "H", "H", "H", "H", "H", "H", "H", "H", "H", "H", "H"], "positions_angstrom": [[-0.001, 0.315, 0.143], [-0.975, 1.907, -3.714], [0.278, 2.002, -4.305], [1.412, 1.576, -3.623], [1.307, 1.036, -2.346], [0.035, 0.954, -1.785], [-1.101, 1.378, -2.429], [2.447, 0.561, -1.549], [3.792, 0.623, -1.961], [4.771, 0.167, -1.131], [4.447, -0.385, 0.128], [5.414, -0.880, 1.033], [5.032, -1.432, 2.220], [3.663, -1.508, 2.562], [2.708, -1.012, 1.719], [3.082, -0.441, 0.486], [2.133, 0.048, -0.368], [-1.858, 2.250, -4.237], [0.376, 2.425, -5.296], [2.382, 1.682, -4.093], [-2.079, 1.323, -1.963], [4.038, 1.043, -2.926], [5.811, 0.224, -1.435], [6.464, -0.812, 0.770], [5.776, -1.810, 2.909], [3.373, -1.962, 3.501], [1.656, -1.045, 1.978], [-2.398, 1.128, 4.023], [-1.916, 0.185, 2.953], [-0.799, 0.758, 2.214], [-3.253, 0.685, 4.534], [-2.717, 2.081, 3.595], [-1.623, 1.315, 4.770], [-2.690, 0.001, 2.214], [-1.605, -0.769, 3.381], [-0.299, 1.351, 2.789], [0.205, -5.947, -0.132], [0.436, -5.240, 1.179], [1.070, -5.920, 2.219], [1.260, -5.346, 3.469], [0.808, -4.059, 3.723], [0.187, -3.352, 2.706], [0.012, -3.929, 1.446], [-1.019, -2.782, -0.021], [0.319, -2.694, -1.656], [1.650, -2.982, -1.355], [2.606, -2.905, -2.356], [2.225, -2.514, -3.635], [0.897, -2.207, -3.915], [-0.083, -2.277, -2.932], [-1.512, -1.904, -3.239], [-2.798, -3.918, -0.300], [-2.939, -4.681, -1.457], [-4.034, -5.522, -1.581], [-4.979, -5.570, -0.566], [-4.824, -4.798, 0.580], [-3.735, -3.944, 0.737], [-3.599, -3.106, 1.979], [0.725, -6.903, -0.148], [0.557, -5.363, -0.983], [-0.858, -6.152, -0.275], [1.411, -6.933, 2.040], [1.753, -5.912, 4.249], [0.929, -3.614, 4.704], [-0.175, -2.347, 2.902], [1.940, -3.286, -0.354], [3.638, -3.155, -2.139], [2.968, -2.444, -4.422], [0.615, -1.904, -4.918], [-1.647, -1.699, -4.299], [-1.801, -1.006, -2.687], [-2.205, -2.700, -2.967], [-2.190, -4.660, -2.240], [-4.140, -6.136, -2.467], [-5.847, -6.209, -0.667], [-5.565, -4.851, 1.370], [-4.395, -3.327, 2.688], [-3.659, -2.045, 1.735], [-2.646, -3.299, 2.485]], "total_charge": 2, "homo_energy_ev": -13.48, "e_tot_ev": -53757.4154}


{"formula": "C38H37AuNOSb", "method": "ωB97M-V/def2-TZVPD", "species": ["Au", "C", "C", "C", "C", "C", "C", "C", "C", "C", "C", "C", "C", "C", "C", "C", "N", "H", "H", "H", "H", "H", "H", "H", "H", "H", "H", "C", "C", "O", "H", "H", "H", "H", "H", "H", "C", "C", "C", "C", "C", "C", "C", "Sb", "C", "C", "C", "C", "C", "C", "C", "C", "C", "C", "C", "C", "C", "C", "H", "H", "H", "H", "H", "H", "H", "H", "H", "H", "H", "H", "H", "H", "H", "H", "H", "H", "H", "H", "H"], "positions_angstrom": [[2.508, -0.678, 0.474], [1.563, -1.237, 4.645], [1.759, 0.052, 5.119], [1.947, 1.103, 4.236], [1.967, 0.877, 2.860], [1.837, -0.440, 2.408], [1.615, -1.487, 3.274], [2.108, 1.935, 1.856], [2.081, 3.312, 2.154], [2.160, 4.224, 1.142], [2.234, 3.800, -0.201], [2.267, 4.688, -1.297], [2.323, 4.211, -2.576], [2.369, 2.821, -2.811], [2.344, 1.936, -1.769], [2.266, 2.404, -0.444], [2.218, 1.536, 0.597], [1.397, -2.054, 5.334], [1.777, 0.238, 6.184], [2.107, 2.101, 4.622], [1.493, -2.502, 2.915], [1.983, 3.640, 3.178], [2.141, 5.286, 1.353], [2.244, 5.754, -1.104], [2.346, 4.892, -3.415], [2.429, 2.456, -3.828], [2.390, 0.865, -1.939], [6.033, -2.712, 0.267], [4.648, -3.066, -0.225], [3.955, -1.914, -0.789], [6.476, -3.587, 0.742], [6.004, -1.904, 0.999], [6.680, -2.420, -0.562], [4.017, -3.432, 0.583], [4.699, -3.832, -1.000], [4.577, -1.442, -1.356], [-2.163, -2.315, 2.816], [-3.403, -1.852, 2.097], [-4.664, -1.990, 2.671], [-5.802, -1.557, 2.005], [-5.708, -0.969, 0.753], [-4.464, -0.814, 0.160], [-3.340, -1.264, 0.839], [-1.469, -0.948, -0.179], [-1.560, 1.202, -0.351], [-1.435, 1.833, 0.886], [-1.627, 3.197, 0.989], [-1.904, 3.933, -0.157], [-2.018, 3.298, -1.379], [-1.860, 1.916, -1.510], [-2.063, 1.303, -2.869], [-1.694, -2.081, -1.988], [-2.760, -2.972, -2.051], [-2.934, -3.743, -3.189], [-2.025, -3.635, -4.233], [-0.947, -2.764, -4.144], [-0.746, -1.987, -3.010], [0.455, -1.089, -2.888], [-2.411, -2.779, 3.768], [-1.494, -1.472, 3.015], [-1.622, -3.051, 2.213], [-4.750, -2.440, 3.651], [-6.772, -1.679, 2.469], [-6.594, -0.631, 0.232], [-4.380, -0.348, -0.816], [-1.228, 1.252, 1.781], [-1.577, 3.680, 1.956], [-2.049, 5.004, -0.093], [-2.264, 3.871, -2.266], [-1.263, 1.604, -3.549], [-2.999, 1.662, -3.299], [-2.104, 0.217, -2.841], [-3.464, -3.054, -1.231], [-3.768, -4.428, -3.252], [-2.148, -4.248, -5.116], [-0.242, -2.694, -4.963], [0.970, -0.992, -3.841], [1.161, -1.508, -2.162], [0.165, -0.089, -2.551]], "total_charge": 2, "homo_energy_ev": [-13.85, -13.83], "multiplicity": 3, "e_tot_ev": -53757.3246}


| no. | maximum force (eV/Å) |
| --- | --- |
| 1 | 8.27 |
| 2 | 0.96 |
| 3 | 2.88 |
| 4 | 1.00 |
| 5 | 1.17 |